(1)
19
Properties=species:S:1:pos:R:3:forces:R:3:mulliken_charge:R:1 method="wB97M-V/def2-TZVPD" homo_lumo_gap_ev="5.04 / 7.04" fmax_ev_per_a=2.4 energy_ev=-18155.222 total_charge=-1 e_lumo_ev="3.9108 / 3.8263" de_lowest_kcal_mol=39.7 spin_multiplicity=2
C -0.540 -1.937 0.963 1.17 2.02 -0.42 0.25
C 0.354 -1.501 1.924 -0.23 -1.53 -0.31 -1.00
N -1.910 -1.965 1.169 -1.37 -1.26 0.56 -0.72
H -0.211 -2.493 0.080 -0.11 0.28 0.29 0.27
H 1.420 -1.676 1.862 -0.12 0.04 -0.15 0.26
H -0.069 -1.252 2.868 -0.07 0.57 0.74 0.26
H -2.293 -1.337 1.858 0.43 0.12 0.07 0.22
H -0.728 -0.443 0.080 0.31 -0.29 -0.75 -0.23
H -2.454 -1.882 0.329 0.12 0.08 -0.29 0.31
C 0.962 2.091 -1.133 1.57 -0.46 -0.26 -0.51
C 0.881 0.721 -1.818 -0.66 0.08 -0.80 -0.67
S -0.855 0.193 -1.947 -0.28 -0.28 -0.07 -0.49
N 0.355 2.144 0.185 -0.49 -0.51 0.40 -0.66
H 0.536 2.855 -1.766 -0.22 0.16 -0.32 0.33
H 2.068 2.296 -1.085 -0.73 0.23 0.35 0.25
H 1.437 -0.082 -1.308 0.07 0.48 0.18 0.29
H 1.309 0.814 -2.843 -0.17 -0.07 0.58 0.29
H 0.408 1.158 0.487 -0.23 0.61 0.40 0.20
H -0.669 2.295 0.094 1.01 -0.27 -0.19 0.35

---

(2)
19
Properties=species:S:1:pos:R:3:forces:R:3:mulliken_charge:R:1 method="wB97M-V/def2-TZVPD" homo_lumo_gap_ev=2.35 fmax_ev_per_a=3.7 energy_ev=-14608.991 total_charge=+2 e_lumo_ev=-13.9362 de_lowest_kcal_mol=11.0
In -4.839 9.491 -10.626 -0.84 -0.63 -0.09 1.00
C 0.029 9.270 -12.097 0.37 0.96 0.46 -0.96
C -0.638 9.630 -10.790 -1.92 -1.63 -2.68 0.02
O -1.899 9.942 -10.696 1.59 0.34 -0.16 -0.11
H 1.075 9.030 -11.900 -0.10 -0.32 0.16 0.39
H 0.112 10.176 -12.719 -0.25 -0.12 -0.33 0.35
H -0.477 8.486 -12.668 -0.24 0.06 0.05 0.34
H -0.030 10.534 -10.458 0.16 0.34 1.29 0.40
H -0.526 8.881 -9.958 0.78 0.44 1.19 0.41
C -7.730 6.596 -13.307 0.49 0.51 -0.20 -0.97
C -7.679 7.051 -11.883 -0.67 -0.76 0.39 0.71
O -6.623 7.419 -11.389 0.85 0.99 0.05 -0.53
C -8.884 6.885 -11.014 -1.39 0.42 0.24 -1.06
H -6.899 7.042 -13.852 0.07 -0.16 0.01 0.32
H -8.646 6.851 -13.835 -0.22 -0.21 0.28 0.37
H -7.583 5.514 -13.265 -0.20 -0.04 -0.16 0.30
H -9.691 6.257 -11.399 0.59 -0.49 -0.30 0.34
H -9.470 7.812 -10.934 0.58 0.36 -0.09 0.32
H -8.663 6.604 -9.987 0.35 -0.07 -0.11 0.34

---

(3)
24
Properties=species:S:1:pos:R:3:forces:R:3:mulliken_charge:R:1 method="wB97M-V/def2-TZVPD" homo_lumo_gap_ev="7.38 / 7.27" fmax_ev_per_a=5.5 energy_ev=-15212.147 total_charge=+1 e_lumo_ev="-4.3698 / -4.5989" de_lowest_kcal_mol=69.4
C 0.978 -1.891 0.417 -0.26 2.63 -0.96 -0.45
C 1.870 -0.858 0.374 -0.02 -2.22 0.74 0.47
C -0.078 -0.114 -0.449 1.09 0.64 1.14 0.07
C -1.378 -2.118 -0.298 -2.03 -0.03 -0.27 -0.33
C -2.832 -0.342 0.594 2.14 -2.49 0.96 -0.01
C -2.290 0.987 0.217 0.45 -0.75 -1.18 -0.56
C -1.050 0.920 -0.804 -0.96 -0.09 -0.31 0.52
C 3.294 -0.879 0.838 -0.27 -1.25 -0.02 -1.20
C -0.379 2.275 -0.906 -4.48 1.45 2.75 -1.83
N -0.243 -1.391 -0.106 1.15 -0.95 0.50 0.15
N 1.194 0.207 -0.145 -1.69 -3.24 0.62 0.05
F -4.092 -0.496 0.811 0.31 0.77 -0.64 -0.12
H 1.046 -2.909 0.607 0.30 -1.44 0.63 0.44
H -1.270 -3.201 0.068 -0.22 1.75 0.03 0.21
H -3.156 1.535 -0.123 0.14 0.94 -0.50 0.43
H -1.814 1.470 1.080 -0.61 -0.21 0.31 0.39
H -1.266 0.729 -1.840 -1.27 -0.56 -0.39 0.32
H 3.528 -1.924 1.249 -0.33 1.68 -0.50 0.31
H 3.933 -0.707 -0.022 0.38 0.11 0.02 0.35
H 3.451 -0.114 1.594 0.21 -0.07 0.09 0.35
H -1.238 2.928 -1.347 1.71 -0.62 1.04 0.35
H 0.339 2.270 -1.629 2.45 0.23 -1.48 0.58
H -0.156 2.601 0.171 0.31 0.13 -1.87 0.44
H 1.611 1.023 -0.349 1.50 3.59 -0.71 0.08

---

(4)
38
Properties=species:S:1:pos:R:3:forces:R:3:mulliken_charge:R:1 method="wB97M-V/def2-TZVPD" homo_lumo_gap_ev=8.99 fmax_ev_per_a=6.8 energy_ev=-23367.835 total_charge=0 e_lumo_ev=0.1662 de_lowest_kcal_mol=99.7
C -3.268 -2.035 -1.024 -0.22 2.77 -2.61 -1.38
C -1.978 -1.184 -0.836 -0.75 -0.07 6.72 0.58
O -1.065 -1.497 -1.739 3.06 1.68 -5.11 -0.64
C -2.145 0.435 -0.424 -1.74 -0.77 -3.24 -0.21
N -0.913 1.175 -0.566 -2.03 -0.09 -1.46 -0.06
C -0.160 1.238 0.522 3.29 -1.36 0.41 0.17
O -0.336 0.432 1.460 0.64 1.92 -0.88 -0.76
C 1.209 2.006 0.391 -0.21 0.74 2.54 0.18
N 1.485 2.731 1.708 1.10 -0.46 -3.36 -0.77
C 2.291 0.948 0.261 0.84 1.60 1.56 -1.47
C 2.356 0.305 -1.063 1.43 -0.22 0.09 0.40
C 3.666 -0.568 -1.056 -1.72 -2.33 0.87 -0.72
C 3.430 -1.963 -0.209 -1.58 1.37 -1.74 -0.75
N 2.799 -3.062 -0.977 1.91 0.09 0.46 -0.55
C -2.690 0.698 0.954 1.66 0.09 1.48 0.44
O -2.786 1.761 1.531 -0.74 -1.45 -1.39 -0.58
O -2.709 -0.516 1.527 -1.70 -0.38 2.21 -0.57
H -2.977 -2.833 -1.737 -0.34 -0.29 1.32 0.36
H -3.851 -1.390 -1.746 -0.02 -0.47 0.48 0.32
H -3.959 -2.154 -0.182 0.83 -0.58 -0.09 0.34
H -1.433 -1.619 0.080 -1.36 0.78 -0.55 0.07
H -0.682 -0.700 -2.214 -0.77 -1.50 0.79 0.33
H -2.935 0.871 -1.106 0.97 -0.31 0.15 0.55
H -0.826 1.660 -1.457 0.61 0.36 0.98 0.30
H 1.238 2.785 -0.424 -0.20 -0.90 0.71 0.49
H 1.210 2.257 2.517 -0.82 -1.00 1.12 0.26
H 1.054 3.601 1.609 -0.80 1.55 0.52 0.25
H 2.218 0.348 1.162 -0.95 -1.15 -0.30 0.37
H 3.266 1.300 0.578 0.27 1.40 -0.60 0.70
H 1.374 -0.098 -1.058 -0.65 -1.93 -1.04 -0.26
H 2.316 1.074 -1.848 0.49 -0.10 0.09 0.26
H 4.138 -0.754 -2.013 -0.30 -0.23 -0.33 0.41
H 4.398 -0.087 -0.458 0.68 1.03 0.43 0.33
H 4.316 -2.351 0.226 1.11 -0.09 0.19 0.46
H 2.785 -1.664 0.641 0.12 -0.36 -0.41 0.25
H 1.907 -2.737 -1.344 0.59 -0.55 -0.71 0.23
H 3.553 -3.507 -1.599 -2.38 1.12 0.72 0.24
H -1.809 -0.623 1.896 -0.31 0.11 -0.02 0.43

---

(5)
18
Properties=species:S:1:pos:R:3:forces:R:3:mulliken_charge:R:1 method="wB97M-V/def2-TZVPD" homo_lumo_gap_ev="8.04 / 8.04" fmax_ev_per_a=4.4 energy_ev=-15697.260 total_charge=+1 e_lumo_ev="-5.5743 / -5.5754" de_lowest_kcal_mol=8.2
C -2.037 -0.323 0.521 2.39 1.60 0.83 -0.74
C -1.766 0.920 0.139 -0.70 -0.39 0.22 -0.35
C -0.773 -0.998 1.033 0.69 2.83 -3.35 0.26
C 1.731 0.671 -0.559 0.88 0.96 -1.65 0.20
C 0.463 1.484 -0.602 1.68 0.38 0.45 -0.12
N -0.336 -1.831 -0.062 0.32 -0.58 -0.01 -0.65
N 1.330 -0.544 -1.204 1.35 -0.60 -2.56 -0.72
N 0.068 0.183 1.276 -0.71 0.67 -0.19 0.09
N 1.422 0.096 1.609 -0.88 -1.70 1.88 -0.42
N -0.336 1.102 0.346 -0.69 1.21 -2.21 0.36
N 2.252 0.321 0.775 1.23 1.72 -1.09 -0.23
N 0.535 -1.494 -0.935 -1.25 -0.02 1.86 0.67
H -2.900 -0.841 0.401 -2.52 -1.26 -0.27 0.51
H -2.399 1.659 -0.380 0.74 -0.36 0.41 0.41
H -0.741 -1.559 1.858 -0.60 -2.23 3.30 0.58
H 2.588 1.228 -1.209 -1.99 -1.81 1.63 0.38
H 0.378 2.230 -1.453 -0.82 -0.85 1.53 0.39
H 0.523 -2.305 -1.554 0.87 0.42 -0.79 0.37

---

(6)
24
Properties=species:S:1:pos:R:3:forces:R:3:mulliken_charge:R:1 method="wB97M-V/def2-TZVPD" homo_lumo_gap_ev=8.87 fmax_ev_per_a=5.4 energy_ev=-12512.075 total_charge=0 e_lumo_ev=0.9221 de_lowest_kcal_mol=43.0
C -3.578 0.320 -0.004 0.21 -0.15 -0.11 -1.38
C -2.358 -0.582 -0.122 0.98 1.21 -0.05 0.83
O -2.520 -1.775 -0.254 0.70 0.91 0.07 -0.57
C -0.834 0.262 -0.116 -4.56 -2.87 0.27 0.27
N -0.966 1.604 -0.374 -0.19 0.40 -0.55 -0.54
C 0.190 -0.543 -0.005 4.43 2.74 -0.28 0.19
C 0.298 -2.005 0.198 -0.32 -0.23 0.16 -1.51
C 1.689 0.325 -0.310 -1.27 -1.95 0.01 0.34
C 2.911 -0.441 0.176 0.01 -0.15 -0.11 -1.57
N 1.761 1.709 0.124 -0.47 0.36 0.10 -0.58
H -3.594 1.025 -0.834 0.08 0.15 0.03 0.36
H -3.544 0.874 0.934 -0.01 0.11 0.02 0.34
H -4.486 -0.282 -0.045 0.15 -0.03 0.09 0.34
H -0.085 2.105 -0.440 -0.11 -0.10 0.42 0.34
H -1.664 2.074 0.182 0.07 0.00 -0.07 0.20
H -0.639 -2.430 0.549 0.09 0.04 -0.15 0.44
H 1.046 -2.246 0.952 0.23 0.08 -0.12 0.38
H 0.554 -2.502 -0.740 0.11 -0.16 0.03 0.27
H 1.682 0.335 -1.407 0.09 0.08 0.10 0.27
H 2.975 -1.439 -0.249 -0.11 -0.20 0.11 0.37
H 3.840 0.064 -0.111 -0.18 0.14 -0.01 0.40
H 2.897 -0.503 1.265 0.02 -0.15 0.04 0.37
H 2.038 1.808 1.097 -0.01 -0.08 -0.23 0.20
H 2.388 2.244 -0.467 0.07 -0.16 0.21 0.25

---

(7)
15
Properties=species:S:1:pos:R:3:forces:R:3:mulliken_charge:R:1 method="wB97M-V/def2-TZVPD" homo_lumo_gap_ev="9.08 / 8.26" fmax_ev_per_a=7.3 energy_ev=-10527.572 total_charge=0 e_lumo_ev="0.7307 / -1.4439" de_lowest_kcal_mol=34.4 spin_multiplicity=3
C 0.387 -1.162 1.082 4.19 -5.73 1.70 0.64
C 0.952 -1.510 -0.275 1.38 -0.42 0.94 -0.99
C -1.298 1.065 -1.044 -0.93 -1.26 -0.74 -0.68
C -1.044 2.412 -0.607 3.07 0.91 -0.10 -0.02
N 0.171 0.104 1.180 -0.35 4.58 3.52 -0.43
O 0.459 -2.004 2.012 -1.35 1.98 -1.62 -0.64
F 0.247 2.589 -0.080 -1.88 0.45 -0.53 -0.24
H 0.073 -1.533 -0.832 -1.11 -0.76 -1.95 0.24
H 1.565 -0.679 -0.623 -0.05 0.01 -0.17 0.38
H 1.611 -2.415 -0.257 -1.21 0.61 -0.06 0.27
H -1.224 0.555 -0.121 -0.86 -1.05 0.81 0.37
H -2.248 0.909 -1.513 -0.79 0.24 0.09 0.35
H -0.633 0.447 -1.667 0.67 1.21 -0.38 0.27
H 0.723 0.709 0.610 -0.05 0.08 -0.80 0.28
H 0.259 0.513 2.135 -0.74 -0.85 -0.72 0.21

---

(8)
117
Properties=species:S:1:pos:R:3:forces:R:3:mulliken_charge:R:1 method="wB97M-V/def2-TZVPD" homo_lumo_gap_ev="6.53 / 6.53" fmax_ev_per_a=2.3 energy_ev=-164688.404 total_charge=-1 e_lumo_ev="1.9700 / 1.9693" spin_multiplicity=2
Yb 1.013 -0.035 0.803 0.00 0.01 0.01 -0.98
S 1.028 2.200 -1.209 0.41 -0.26 0.60 -0.66
P 0.522 0.573 -2.268 -1.07 -0.27 -0.21 2.51
C 0.175 -0.843 -1.366 2.21 0.28 -0.56 -0.81
P 1.159 -2.251 -1.374 -1.28 -0.04 -0.04 2.63
S 2.378 -2.512 0.204 0.08 0.44 0.48 -0.76
C 2.127 -2.717 -2.854 -0.11 0.40 0.11 0.43
C 3.508 -2.837 -2.829 -0.09 -0.13 0.11 -0.29
C 4.198 -3.111 -3.996 0.11 -0.10 -0.11 -0.65
C 3.512 -3.249 -5.192 0.10 -0.05 -0.05 -0.53
C 2.130 -3.143 -5.215 -0.07 -0.04 -0.18 -0.58
C 1.439 -2.880 -4.049 0.00 0.03 0.08 -0.55
C -0.037 -3.635 -1.304 0.15 0.13 -0.03 -0.03
C -1.395 -3.386 -1.430 0.16 0.12 -0.14 0.59
C -2.301 -4.426 -1.347 -0.14 -0.13 -0.02 -0.74
C -1.852 -5.711 -1.103 -0.20 -0.08 0.00 -0.63
C -0.496 -5.959 -0.950 0.11 -0.18 -0.01 -0.66
C 0.414 -4.927 -1.070 -0.06 0.10 0.01 -0.78
C 1.644 0.519 -3.712 -0.01 -0.24 0.30 0.21
C 1.221 0.604 -5.031 -0.14 0.04 0.21 -0.63
C 2.149 0.559 -6.056 0.06 0.05 -0.29 -0.79
C 3.498 0.421 -5.776 -0.02 0.01 -0.02 -0.61
C 3.921 0.342 -4.457 0.15 0.03 -0.07 -0.53
C 2.999 0.388 -3.432 -0.02 0.07 0.12 -0.07
C -1.071 1.036 -3.070 0.11 -0.02 0.03 -0.53
C -1.451 2.367 -3.167 0.18 -0.10 -0.09 -0.57
C -2.711 2.700 -3.623 -0.16 0.18 -0.04 -0.71
C -3.601 1.706 -3.996 -0.15 0.00 -0.02 -0.55
C -3.213 0.377 -3.940 -0.15 -0.08 -0.09 -0.78
C -1.954 0.044 -3.477 0.23 0.01 -0.06 -0.06
H 4.025 -2.734 -1.886 0.05 0.07 0.06 0.27
H 5.274 -3.219 -3.973 0.07 0.03 -0.01 0.42
H 4.055 -3.441 -6.108 0.02 -0.03 -0.04 0.38
H 1.593 -3.268 -6.146 -0.02 0.03 -0.05 0.42
H 0.360 -2.796 -4.039 -0.10 0.02 -0.13 0.12
H -1.725 -2.365 -1.564 0.02 0.09 0.04 -0.20
H -3.361 -4.223 -1.444 -0.02 -0.04 0.02 0.40
H -2.562 -6.522 -1.014 -0.04 -0.06 0.03 0.36
H -0.149 -6.957 -0.722 0.00 -0.09 -0.04 0.38
H 1.475 -5.102 -0.952 0.05 -0.07 0.05 0.36
H 0.168 0.723 -5.251 -0.02 -0.02 -0.05 0.38
H 1.817 0.645 -7.082 -0.02 -0.04 -0.06 0.42
H 4.218 0.374 -6.584 0.02 0.03 -0.01 0.37
H 4.974 0.256 -4.231 0.10 -0.07 0.03 0.46
H 3.308 0.343 -2.393 0.13 0.00 -0.02 0.16
H -0.746 3.124 -2.851 -0.06 0.08 0.05 0.53
H -3.002 3.742 -3.670 -0.06 0.05 -0.04 0.44
H -4.598 1.965 -4.327 -0.06 0.02 -0.04 0.37
H -3.899 -0.405 -4.243 -0.05 -0.01 -0.01 0.41
H -1.642 -0.990 -3.403 -0.04 -0.08 0.08 0.38
C 5.593 1.015 0.180 0.04 0.17 0.03 -0.67
C 5.720 2.288 0.716 0.22 0.00 -0.08 -0.98
C 4.639 2.866 1.342 -0.24 0.09 0.11 -0.94
C 3.411 2.193 1.430 0.35 -0.76 -0.37 1.14
C 3.243 0.873 0.917 0.39 0.40 0.03 0.65
C 4.391 0.341 0.298 -0.24 -0.25 0.06 -0.44
C 2.254 2.862 2.024 -0.55 -0.07 0.19 0.63
C 2.333 4.204 2.491 -0.13 0.22 0.18 -1.00
C 1.260 4.809 3.064 0.13 -0.16 -0.12 -1.69
C 0.044 4.104 3.183 0.10 -0.40 -0.20 0.88
C -1.109 4.645 3.774 -0.22 -0.01 0.06 -0.73
C -2.258 3.904 3.863 0.09 0.21 0.05 -1.04
C -2.285 2.591 3.366 0.11 -0.18 -0.07 -0.87
C -1.172 2.037 2.793 0.04 -0.09 0.02 0.43
C 0.024 2.779 2.674 -0.51 0.58 0.37 -0.87
N 1.105 2.192 2.114 0.57 -0.24 -0.42 1.27
H 6.433 0.556 -0.329 0.02 -0.04 0.00 0.44
H 6.652 2.831 0.636 0.07 0.02 0.02 0.37
H 4.772 3.857 1.755 0.00 0.01 -0.01 0.30
H 4.345 -0.659 -0.123 -0.09 0.01 0.04 0.12
H 3.254 4.754 2.395 0.03 -0.01 -0.01 0.37
H 1.327 5.823 3.432 0.00 0.12 0.01 0.41
H -1.064 5.654 4.161 -0.04 0.08 0.03 0.42
H -3.142 4.320 4.325 -0.05 0.04 0.01 0.35
H -3.194 2.012 3.440 -0.06 -0.11 0.01 0.50
H -1.180 1.018 2.426 -0.16 0.02 0.13 0.84
C -4.463 -0.847 -0.381 0.00 -0.18 -0.08 -1.15
N -4.680 0.533 0.009 -0.12 0.06 -0.12 0.24
C -5.597 0.676 1.125 -0.08 0.05 -0.02 -1.20
C -3.562 1.344 -0.015 0.67 0.16 0.06 -0.79
S -2.040 0.684 -0.097 -0.47 -0.43 0.09 1.15
N -3.781 2.679 -0.022 -0.34 -0.10 0.00 0.71
C -5.044 3.257 -0.416 -0.17 0.09 -0.01 -1.29
C -2.690 3.619 0.064 0.26 0.15 0.17 -1.15
H -5.431 -1.328 -0.507 -0.15 0.02 -0.02 0.44
H -3.877 -1.405 0.355 0.02 -0.02 0.02 0.33
H -3.923 -0.853 -1.325 -0.02 -0.15 0.01 0.06
H -5.362 -0.051 1.909 0.04 -0.04 0.05 0.30
H -6.622 0.504 0.789 -0.04 0.02 0.07 0.27
H -5.524 1.671 1.552 -0.05 0.05 0.02 0.42
H -5.723 2.480 -0.763 0.04 0.06 0.02 0.41
H -4.869 3.965 -1.232 -0.03 -0.03 0.00 0.37
H -5.508 3.805 0.411 -0.05 -0.01 -0.03 0.29
H -1.750 3.081 0.154 0.00 0.04 -0.01 0.02
H -2.824 4.266 0.935 0.01 0.09 -0.02 0.29
H -2.647 4.230 -0.839 -0.04 0.04 -0.07 0.47
F -2.832 -2.689 3.972 0.06 -0.05 -0.16 -0.29
C -1.583 -2.255 3.727 -0.14 0.15 -0.37 0.52
F -0.769 -2.967 4.536 0.04 -0.13 -0.24 -0.28
F -1.533 -0.982 4.185 -0.16 -0.02 -0.09 -0.14
C -1.181 -2.354 2.167 -0.80 -0.27 1.42 -0.02
O -1.619 -3.312 1.577 -0.03 -0.29 -0.13 -0.58
O -0.486 -1.383 1.811 0.87 0.95 -0.47 1.03
F 2.076 -1.539 8.291 0.11 0.21 -0.14 -0.28
C 1.569 -2.381 7.360 0.05 -0.02 0.60 0.72
F 0.333 -2.675 7.792 -0.27 -0.04 -0.22 -0.25
F 2.288 -3.508 7.459 0.08 -0.12 -0.33 -0.30
C 1.579 -1.765 5.993 0.04 0.19 -0.32 0.46
C 2.143 -2.401 4.895 -0.08 0.15 0.41 -1.07
C 2.121 -1.751 3.672 0.09 -0.09 0.04 -0.10
N 1.575 -0.549 3.494 0.07 -0.11 -0.20 0.50
C 1.033 0.046 4.553 0.09 0.19 0.09 -0.49
C 1.004 -0.511 5.818 0.31 -0.37 0.00 -1.15
H 2.574 -3.383 4.989 0.10 -0.10 -0.03 0.46
H 2.551 -2.222 2.798 -0.05 0.01 -0.01 0.33
H 0.601 1.023 4.392 -0.05 0.00 -0.03 0.59
H 0.542 0.007 6.643 -0.04 0.10 0.05 0.49